Entry 1:
One molecule with the formula CH4IO2PS in a non-equilibrium geometry, computed with ωB97M-V/def2-TZVPD.

Last column: Löwdin charge in e.
Geometry (Å):
C1 -0.07932 0.94524 0.13385  -0.147
O1 -2.07738 -0.85594 -1.20743  -0.459
O2 0.25121 -0.39599 -0.11077  -0.546
P1 0.01465 -2.95979 -1.85362  0.490
S1 -0.88782 -1.47813 -0.63048  0.052
I1 -1.32741 -2.25867 1.66934  0.524
H1 0.64981 1.44795 -0.49082  0.089
H2 -0.07074 1.16447 1.29877  0.124
H3 -1.18945 1.04093 -0.18956  0.099
H4 0.75986 -3.62786 -0.88642  -0.226

Orbital gap (alpha / beta) ... 0.2474 / 0.2475 Ha
Maximum force ... 0.063 Eh/bohr
SMILES ... CO[S@@](=O)(=P)I
HOMO (alpha / beta) ... -8.31 / -8.31 eV
E_LUMO (alpha / beta) ... -1.578 / -1.578 eV
Energy relative to the best compared isomer or geometry (same formula, charge and spin) ... 58.3 kcal/mol
2S+1 ... 1

***

Entry 2:
One molecule with the formula C3H3NO in a non-equilibrium geometry, computed with ωB97M-V/def2-TZVPD.

Last column: Löwdin charge in e.
Geometry (Å):
C1 1.35377 0.05887 0.01879  -0.337
C2 0.12460 -0.71095 0.17817  -0.060
N1 -1.95404 0.66841 0.15450  0.215
C3 -0.93174 0.05464 -0.01173  -0.160
O1 1.61623 1.22904 0.15852  0.036
H1 -2.46851 1.19344 -0.53290  0.090
H2 2.15591 -0.71404 -0.00901  0.110
H3 0.10378 -1.77942 0.04366  0.104

Orbital gap ... 0.3726 Ha
Maximum force ... 0.060 Eh/bohr
SMILES ... N=C=CC=O
HOMO ... -9.61 eV
E_LUMO ... 0.523 eV
Energy relative to the best compared isomer or geometry (same formula, charge and spin) ... 32.1 kcal/mol
2S+1 ... 1

***

Entry 3:
C4H15AlClO4PS as an isolated structure in a non-equilibrium geometry, computed with ωB97M-V/def2-TZVPD.

Last column: Löwdin charge in e.
Geometry (Å):
O1 -3.09163 0.74751 -1.71461  -0.609
P1 -2.61354 -0.66942 -1.49712  0.461
Al1 -2.65558 -1.30408 0.82923  0.190
C1 -2.09820 0.38284 1.79314  -0.327
C2 -0.80798 0.97851 1.20208  -0.327
C3 0.36068 0.07445 1.57169  -0.247
C4 1.78246 0.58604 1.27923  -0.283
S1 1.89188 1.34533 -0.30590  0.387
O2 1.15123 2.54366 -0.43389  -0.273
O3 1.70095 0.31684 -1.31308  -0.386
Cl1 3.88830 1.87003 -0.41539  0.364
H1 -3.33893 -1.58013 -2.32153  -0.075
H2 -1.28026 -0.78424 -2.03015  -0.093
H3 -1.53343 -2.47366 1.05054  -0.122
H4 -4.12032 -1.74966 1.31482  -0.130
H5 -2.89496 1.11178 1.62531  0.050
H6 -1.99186 0.19111 2.86616  0.042
H7 -0.64854 2.01326 1.51781  0.109
H8 -0.93327 0.93333 0.11542  0.061
H9 0.33848 -0.09073 2.65275  0.125
H10 0.25348 -0.90073 1.09846  0.071
H11 2.45267 -0.27524 1.22454  0.102
H12 2.21947 1.26593 2.00991  0.109
O4 3.01455 -1.03116 -3.23401  0.309
H13 3.91489 -1.27463 -2.95462  0.186
H14 2.58777 -0.40862 -2.56730  0.110
H15 2.45168 -1.81834 -3.36349  0.194

Orbital gap ... 0.1720 Ha
Maximum force ... 0.026 Eh/bohr
HOMO ... -6.97 eV
E_LUMO ... -2.291 eV
Energy relative to the best compared isomer or geometry (same formula, charge and spin) ... 0.0 kcal/mol
2S+1 ... 1

***

Entry 4:
An isolated ion of composition C3H11N2 and charge +1 in a non-equilibrium geometry, computed with ωB97M-V/def2-TZVPD.

Last column: Löwdin charge in e.
Geometry (Å):
C1 -0.78955 -0.25877 1.00149  -0.149
C2 0.59765 -0.72909 0.59799  -0.193
C3 1.39433 0.32688 -0.10864  -0.238
N1 0.62887 0.94675 -1.21453  -0.002
N2 -1.65349 -0.24269 -0.22414  0.180
H1 -0.74569 0.76587 1.37799  0.134
H2 -1.15792 -0.81056 1.86399  0.136
H3 0.51658 -1.67262 0.03616  0.126
H4 1.13877 -1.14922 1.45042  0.130
H5 1.72847 1.12583 0.55318  0.126
H6 2.31931 -0.06795 -0.53644  0.123
H7 0.87345 0.58272 -2.11315  0.087
H8 0.69812 1.94151 -1.21392  0.084
H9 -1.86905 -1.22073 -0.39367  0.166
H10 -2.52586 0.24875 -0.06893  0.166
H11 -1.15400 0.21332 -1.00780  0.124

Orbital gap ... 0.4023 Ha
Net charge ... +1
Maximum force ... 0.035 Eh/bohr
SMILES ... NCCC[NH3+]
HOMO ... -14.18 eV
E_LUMO ... -3.232 eV
Energy relative to the best compared isomer or geometry (same formula, charge and spin) ... 6.9 kcal/mol
2S+1 ... 1

***

Entry 5:
C29H28F12IrN3O3S as an isolated structure, computed with ωB97M-V/def2-TZVPD.

Last column: Löwdin spin population.
Geometry (Å):
Ir1 -0.33826 -0.55125 -0.08706  2.376
C1 -4.69073 -1.00733 5.07595  0.006
C2 -3.43921 -0.77833 4.27566  0.034
C3 -2.22500 -1.33793 4.65128  -0.004
C4 -1.09214 -1.11251 3.89458  0.042
C5 -1.14612 -0.33965 2.73204  0.030
N1 0.01668 -0.26136 1.95483  0.497
C6 1.17860 0.21652 2.50010  0.024
C7 1.11404 1.04676 3.63672  0.093
C8 2.24440 1.59316 4.19802  -0.013
C9 3.49931 1.31392 3.66736  0.097
C10 4.74172 1.92203 4.24703  0.017
C11 3.57351 0.48717 2.54793  -0.010
C12 2.45648 -0.04499 1.92320  0.085
C13 2.61179 -0.92284 0.67091  0.021
O1 1.68957 -0.67292 -0.31688  0.204
C14 3.96598 -0.68061 -0.06812  0.005
F1 5.05263 -1.13660 0.58772  0.002
F2 4.14685 0.62415 -0.28368  0.000
F3 3.96877 -1.28849 -1.25692  0.002
C15 2.57215 -2.41256 1.13400  0.006
F4 1.39221 -2.71872 1.69547  0.000
F5 2.74560 -3.26386 0.11296  0.001
F6 3.51263 -2.68164 2.05212  0.001
C16 -2.36764 0.23037 2.32013  0.040
C17 -3.48011 0.00261 3.12636  -0.003
C18 -2.48852 1.16578 1.09461  0.022
O2 -1.55609 1.04130 0.09693  0.205
C19 -3.85688 0.95862 0.36971  0.006
F7 -4.05668 -0.35650 0.16482  0.003
F8 -4.93163 1.42342 1.03971  0.002
F9 -3.87014 1.55414 -0.81723  0.001
C20 -2.38472 2.62339 1.61678  0.003
F10 -3.24601 2.89497 2.61172  0.000
F11 -2.58959 3.52335 0.65618  0.001
F12 -1.14955 2.82892 2.10917  0.001
H1 -4.45999 -1.44193 6.04789  0.000
H2 -5.36910 -1.68741 4.55707  0.002
H3 -5.22854 -0.07308 5.23972  0.001
H4 -2.16360 -1.95189 5.54174  -0.001
H5 -0.14375 -1.55442 4.17275  0.000
H6 0.14165 1.28224 4.04628  0.003
H7 2.15329 2.24555 5.05828  -0.003
H8 4.65184 2.05992 5.32420  0.002
H9 4.92440 2.90437 3.80303  0.007
H10 5.61686 1.30455 4.04797  0.001
H11 4.55733 0.27069 2.16087  -0.002
H12 -4.42539 0.45238 2.86323  -0.001
C21 0.16423 6.00074 0.58406  0.000
C22 0.80172 5.47136 -0.69062  0.000
S1 0.70938 3.66387 -0.84012  0.001
O3 1.47366 3.33212 -2.07143  0.000
C23 1.77604 3.19833 0.54708  0.001
C24 3.19236 3.73166 0.45661  0.000
H13 0.12602 7.09033 0.56141  0.000
H14 0.73010 5.71014 1.47063  0.000
H15 -0.85478 5.62905 0.69665  0.000
H16 1.84483 5.77012 -0.80423  0.000
H17 0.26538 5.82411 -1.57280  0.000
H18 1.76464 2.10873 0.49922  0.001
H19 1.26138 3.48313 1.46742  0.000
H20 3.56104 3.63978 -0.56606  0.000
H21 3.85034 3.15391 1.10796  0.000
H22 3.25256 4.77810 0.75993  0.000
N2 0.73734 -2.89347 -2.03859  0.013
C25 -0.17726 -3.46083 -1.21015  0.023
C26 -0.47068 -4.83749 -1.29088  0.002
C27 -1.37553 -5.38364 -0.42318  0.005
C28 -2.00161 -4.57083 0.52871  0.002
C29 -1.68622 -3.24070 0.54213  0.017
N3 -0.80701 -2.67931 -0.31786  0.108
H23 1.34712 -3.52293 -2.53123  0.000
H24 1.18177 -2.03651 -1.73188  0.008
H25 0.04245 -5.44069 -2.02720  0.001
H26 -1.59656 -6.44191 -0.46982  0.000
H27 -2.71906 -4.96526 1.23237  0.000
H28 -2.14432 -2.55592 1.24451  0.003

Orbital gap (alpha / beta) ... 0.2853 / 0.2266 Ha
Maximum force ... 0.009 Eh/bohr
Expectation value of S² ... 6.042
HOMO (alpha / beta) ... -7.34 / -8.21 eV
E_LUMO (alpha / beta) ... 0.423 / -2.045 eV
Energy relative to the best compared isomer or geometry (same formula, charge and spin) ... 6.1 kcal/mol
2S+1 ... 5